1.
Entry from the Open Molecules 2025 dataset: an isolated molecule of C4H8N2O2S2 (ωB97M-V with the def2-TZVPD basis set).

HOMO level in hartree: -0.34081
LUMO energy in eV: 0.319
SMILES: NC(=O)CSSCC(N)=O

Structure (ORCA input):
```
! wB97M-V def2-TZVPD RIJCOSX def2/J DEFGRID3
* xyz 0 1
C 1.804 1.205 0.508
C 0.551 0.992 1.359
C -1.675 -1.199 -0.883
C -0.816 -2.353 -0.258
H 3.271 2.667 0.058
H 2.078 3.314 1.007
H 0.563 1.567 2.291
H 0.475 -0.104 1.608
H -2.505 -1.065 -0.218
H -2.028 -1.510 -1.903
H 1.028 -3.025 0.139
H 1.114 -1.318 -0.276
N 2.413 2.442 0.590
N 0.512 -2.125 0.094
O 2.392 0.257 -0.051
O -1.347 -3.450 -0.114
S -1.050 1.468 0.582
S -0.951 0.465 -1.241
*
```

***

2.
Entry from the Open Molecules 2025 dataset: a structure of composition C14H27AlBeCl3FN2O9S2 (ωB97M-V with the def2-TZVPD basis set).

HOMO level in hartree: -0.45212
LUMO energy in eV: -9.896

Structure (ORCA input):
```
! wB97M-V def2-TZVPD RIJCOSX def2/J DEFGRID3
* xyz 2 1
C 2.695 0.540 7.974
C 3.372 -0.587 7.187
O 4.768 -0.241 7.012
C 5.204 -0.306 5.731
S 4.321 0.901 4.591
O 3.909 -0.048 3.278
C 2.641 -0.392 3.331
N 1.507 -0.548 3.327
H 3.500 1.125 8.425
H 2.087 0.184 8.801
H 2.140 1.242 7.344
H 2.861 -0.861 6.258
H 3.360 -1.481 7.813
H 5.205 -1.305 5.275
H 6.239 0.048 5.729
H 3.142 1.276 5.165
C 0.228 2.477 2.177
O -0.045 1.839 1.069
O 1.373 2.568 2.631
O -0.739 3.039 2.799
C -4.432 -1.167 -4.130
C -3.511 -2.048 -3.283
C -2.748 -1.275 -2.212
N -1.344 -0.879 -2.601
C -1.320 -0.173 -3.916
C -0.789 0.042 -1.515
C -0.096 -0.889 -0.543
C 0.597 -1.873 -1.476
C -0.374 -2.092 -2.622
H -3.879 -0.455 -4.741
H -5.026 -1.785 -4.802
H -5.122 -0.607 -3.497
H -2.841 -2.624 -3.927
H -4.145 -2.777 -2.771
H -2.651 -1.882 -1.309
H -3.273 -0.359 -1.942
H -2.002 0.672 -3.865
H -1.607 -0.867 -4.700
H -0.305 0.172 -4.099
H -0.069 0.713 -1.976
H -1.602 0.620 -1.084
H -0.821 -1.399 0.100
H 0.607 -0.362 0.097
H 0.857 -2.813 -0.983
H 1.523 -1.434 -1.851
H -0.938 -3.090 -2.481
H 0.121 -2.109 -3.591
Be -1.846 -3.885 -1.287
C 3.673 4.355 -0.005
Cl 2.171 5.278 0.065
Cl 5.020 5.389 -0.466
Cl 3.989 3.573 1.551
H 3.564 3.583 -0.754
F 1.132 1.400 0.038
O -6.420 -1.363 -7.624
S -5.633 -0.180 -7.956
O -4.216 -0.527 -7.918
O -5.886 0.891 -6.997
O -6.033 0.276 -9.283
Al -2.094 2.483 4.440
*
```

***

3.
Entry from the Open Molecules 2025 dataset: a structure of composition C27H44B2F4N8O7STl (ωB97M-V with the def2-TZVPD basis set).

HOMO level (alpha / beta) in hartree: -0.60438 / -0.60435
LUMO energy (alpha / beta) in eV: -10.311 / -11.473

Structure (ORCA input):
```
! wB97M-V def2-TZVPD RIJCOSX def2/J DEFGRID3
* xyz 3 1
Tl -0.405 1.080 0.658
C 2.199 2.460 4.510
C 1.544 1.805 3.341
N 0.745 2.389 2.533
O 0.464 3.677 2.841
B -0.621 4.238 2.052
F -0.909 5.487 2.415
F -0.417 4.019 0.703
O -1.956 3.395 2.474
N -1.921 2.130 2.309
C -2.867 1.428 2.954
C -3.982 2.079 3.684
C -2.678 0.009 2.950
N -1.632 -0.418 2.251
O -1.359 -1.678 2.376
B -0.082 -2.206 1.627
F -0.235 -1.867 0.277
F -0.052 -3.533 1.844
O 1.124 -1.568 2.145
N 1.036 -0.207 2.186
C 1.744 0.342 3.103
C 2.654 -0.409 4.014
C -3.530 -0.941 3.710
H 1.943 3.512 4.557
H 3.283 2.354 4.437
H 1.892 1.980 5.440
H -3.906 3.160 3.646
H -3.991 1.760 4.728
H -4.933 1.767 3.244
H 2.647 -1.471 3.801
H 2.364 -0.253 5.054
H 3.668 -0.017 3.912
H -4.334 -0.439 4.236
H -2.920 -1.500 4.423
H -3.952 -1.680 3.026
C -3.504 4.248 -1.217
C -2.399 3.244 -1.274
O -2.166 2.485 -0.325
N -1.647 3.204 -2.390
C -0.565 2.253 -2.537
C 0.718 2.688 -1.869
C 1.519 3.643 -2.475
C 2.686 4.063 -1.863
C 3.055 3.478 -0.660
C 2.221 2.534 -0.106
N 1.068 2.156 -0.682
H -4.289 3.880 -0.562
H -3.915 4.476 -2.198
H -3.104 5.168 -0.784
H -1.821 3.879 -3.117
H -0.379 2.113 -3.601
H -0.890 1.295 -2.135
H 1.217 4.055 -3.429
H 3.300 4.830 -2.317
H 3.964 3.758 -0.149
H 2.463 2.064 0.835
N -2.016 -0.120 -0.476
C -2.247 -0.999 -1.206
N -2.516 -1.999 -1.973
C -2.621 -3.375 -1.425
C -4.070 -3.827 -1.505
O -4.568 -3.685 -2.817
C -4.563 -2.344 -3.252
C -3.138 -1.816 -3.307
H -2.243 -3.379 -0.404
H -1.990 -4.015 -2.043
H -4.688 -3.261 -0.796
H -4.136 -4.885 -1.256
H -5.173 -1.720 -2.585
H -5.004 -2.328 -4.247
H -3.102 -0.762 -3.578
H -2.552 -2.397 -4.020
C 1.042 -4.816 -2.793
C 1.719 -3.832 -1.841
C 2.446 -2.764 -2.669
S 3.007 -1.398 -1.644
O 1.880 -0.800 -0.902
C 4.279 -1.995 -0.505
C 5.578 -2.309 -1.236
C 6.245 -1.073 -1.822
H 0.567 -5.610 -2.219
H 1.759 -5.283 -3.469
H 0.279 -4.322 -3.397
H 2.436 -4.363 -1.214
H 0.986 -3.355 -1.188
H 1.807 -2.298 -3.422
H 3.347 -3.133 -3.166
H 3.814 -2.851 -0.007
H 4.376 -1.171 0.205
H 5.408 -3.067 -2.004
H 6.225 -2.785 -0.496
H 5.627 -0.601 -2.593
H 7.191 -1.334 -2.290
H 6.450 -0.330 -1.049
*
```

***

4.
Entry from the Open Molecules 2025 dataset: a structure of composition C43H37LaO3P2 (ωB97M-V with the def2-TZVPD basis set).

HOMO level in hartree: -0.47078
LUMO energy in eV: -6.378

Structure (ORCA input):
```
! wB97M-V def2-TZVPD RIJCOSX def2/J DEFGRID3
* xyz 2 1
C 0.585 -1.468 -4.471
C -0.371 -1.889 -3.525
C -1.703 -2.000 -3.937
C -2.057 -1.662 -5.237
C -1.114 -1.225 -6.170
C 0.223 -1.137 -5.773
P -0.025 -2.075 -1.770
C -1.360 -3.126 -1.066
C -2.372 -2.562 -0.259
C -3.357 -3.407 0.281
C -3.341 -4.783 0.002
C -2.342 -5.326 -0.825
C -1.343 -4.502 -1.354
La -0.064 0.020 0.197
P 0.076 2.009 -1.784
C -1.352 2.084 -2.882
C -1.190 2.505 -4.212
C -2.235 2.322 -5.114
C -3.485 1.880 -4.671
C -3.674 1.530 -3.328
C -2.605 1.593 -2.439
C -0.098 3.285 -0.508
C 0.708 3.169 0.646
C 0.420 3.994 1.734
C -0.609 4.935 1.670
C -1.379 5.054 0.505
C -1.139 4.229 -0.589
C 1.689 2.307 -2.525
C 2.716 1.327 -2.455
C 3.939 1.584 -3.070
C 4.142 2.792 -3.754
C 3.119 3.747 -3.842
C 1.890 3.508 -3.221
C 1.547 -2.946 -1.522
C 2.123 -3.673 -2.573
C 3.419 -4.180 -2.437
C 4.141 -3.972 -1.255
C 3.539 -3.301 -0.183
C 2.233 -2.812 -0.299
H 1.577 2.476 0.671
H 1.036 3.905 2.627
H -0.802 5.582 2.529
H -2.185 5.786 0.451
H -1.762 4.266 -1.492
H -0.237 2.931 -4.530
H -2.056 2.515 -6.174
H -4.316 1.815 -5.374
H -4.660 1.218 -2.977
H -2.752 1.285 -1.395
H 2.534 0.344 -1.996
H 4.742 0.844 -3.013
H 5.109 3.005 -4.208
H 3.267 4.685 -4.377
H 1.085 4.248 -3.246
H 1.552 -3.845 -3.489
H 3.871 -4.742 -3.255
H 5.156 -4.362 -1.146
H 4.069 -3.165 0.760
H 1.731 -2.355 0.570
H -2.393 -1.466 -0.055
H -4.128 -2.983 0.929
H -4.110 -5.430 0.435
H -2.347 -6.397 -1.047
H -0.535 -4.929 -1.964
H -2.458 -2.362 -3.240
H -3.097 -1.769 -5.526
H -1.430 -0.998 -7.191
H 1.024 -0.821 -6.451
H 1.631 -1.386 -4.195
H 1.151 1.089 -4.671
H 1.132 0.722 -3.998
O -0.317 2.433 4.606
C -0.169 1.238 5.219
C -0.062 1.195 6.615
C 0.023 -0.040 7.247
C 0.057 -1.248 6.524
C -0.005 -1.206 5.126
C -0.168 0.021 4.482
C -0.143 0.111 3.037
O 0.442 -0.815 2.336
O -0.687 1.108 2.393
H -0.568 2.205 3.669
H -0.049 2.140 7.164
H 0.094 -0.069 8.329
H 0.132 -2.207 7.042
H 0.028 -2.128 4.533
*
```

***

5.
Entry from the Open Molecules 2025 dataset: an isolated molecule of C2H3N3O2 (ωB97M-V with the def2-TZVPD basis set).

HOMO level in hartree: -0.34338
LUMO energy in eV: 0.365
SMILES: Nc1noc(=O)[nH]1

Structure (ORCA input):
```
! wB97M-V def2-TZVPD RIJCOSX def2/J DEFGRID3
* xyz 0 1
N -1.833 -0.018 -0.009
C -0.486 -0.212 0.169
N 0.005 -1.271 0.722
O 1.402 -1.061 0.728
C 1.724 0.106 0.113
O 2.836 0.513 -0.084
N 0.482 0.690 -0.184
H -2.126 0.605 -0.747
H -2.338 -0.895 -0.006
H 0.333 1.543 -0.701
*
```

***

6.
Entry from the Open Molecules 2025 dataset: a cluster of 2 separate species, C2ClF2OS in total (ωB97M-V with the def2-TZVPD basis set).

HOMO level in hartree: -0.10499
LUMO energy in eV: 3.119

Structure (ORCA input):
```
! wB97M-V def2-TZVPD RIJCOSX def2/J DEFGRID3
* xyz -1 1
C 2.019 0.121 0.317
C -1.362 -0.009 -0.251
O 2.102 1.205 0.721
F -1.548 -1.018 -1.210
F -2.545 0.724 -0.374
S 2.058 -1.327 -0.203
Cl -1.555 -0.905 1.378
*
```

***

7.
Entry from the Open Molecules 2025 dataset: the ion CH6N3O with charge +1 (ωB97M-V with the def2-TZVPD basis set).

HOMO level in hartree: -0.55929
LUMO energy in eV: -4.518
SMILES: N/C=[N+](\N)O

Structure (ORCA input):
```
! wB97M-V def2-TZVPD RIJCOSX def2/J DEFGRID3
* xyz 1 1
C 0.393 0.927 0.102
N 1.369 0.582 -0.753
N -0.666 -0.001 0.293
N -0.520 -1.171 -0.387
O -1.604 0.430 1.206
H 0.305 1.773 0.842
H 2.291 0.936 -0.836
H 1.394 -0.221 -1.369
H -0.488 -2.071 0.050
H -1.171 -1.221 -1.178
H -1.304 0.036 2.030
*
```

***

8.
Entry from the Open Molecules 2025 dataset: an isolated molecule of C9H19N3OS (ωB97M-V with the def2-TZVPD basis set).

HOMO level in hartree: -0.30601
LUMO energy in eV: 0.626
SMILES: CCNC(=S)NCCN1CCOCC1

Structure (ORCA input):
```
! wB97M-V def2-TZVPD RIJCOSX def2/J DEFGRID3
* xyz 0 1
C -3.730 2.615 0.360
C -3.812 1.179 -0.133
C -2.802 -1.135 -0.120
C -0.431 -1.311 0.847
C 0.633 -0.649 -0.053
C 2.272 1.082 -0.377
C 3.166 0.481 -1.376
C 3.720 -1.198 0.114
C 2.755 -0.703 1.080
H -3.739 2.784 1.403
H -4.643 3.167 -0.099
H -2.768 2.914 -0.095
H -4.804 0.666 -0.083
H -3.781 1.159 -1.301
H -1.757 0.565 0.260
H -1.858 -2.736 0.042
H 0.102 -2.163 1.384
H -0.788 -0.606 1.623
H 0.054 0.068 -0.723
H 1.053 -1.391 -0.749
H 1.398 1.475 -0.859
H 2.832 1.837 0.108
H 3.665 1.181 -2.093
H 2.567 -0.246 -1.962
H 4.535 -1.706 0.551
H 3.136 -1.927 -0.505
H 2.276 -1.527 1.595
H 3.226 -0.258 1.950
N -2.682 0.228 0.150
N -1.578 -1.805 -0.003
N 1.695 0.065 0.514
O 4.222 -0.186 -0.753
S -4.136 -1.922 -0.698
*
```

***

9.
Entry from the Open Molecules 2025 dataset: a structure of composition C31H33F10IO31S (ωB97M-V with the def2-TZVPD basis set).

HOMO level in hartree: -0.36331
LUMO energy in eV: 0.076

Structure (ORCA input):
```
! wB97M-V def2-TZVPD RIJCOSX def2/J DEFGRID3
* xyz 0 1
O 0.653 -2.063 -1.958
S -0.600 -1.808 -1.184
O -0.739 -0.340 -0.960
O -0.817 -2.781 0.167
C -2.114 -3.413 0.005
I -2.048 -5.370 -0.947
C -2.893 -2.349 -0.840
C -4.416 -2.520 -1.093
C -5.266 -2.116 0.176
F -6.344 -1.308 -0.224
O -2.030 -2.162 -1.986
H -2.722 -3.508 0.938
H -2.855 -1.443 -0.171
H -4.692 -1.762 -1.874
H -4.724 -3.527 -1.443
H -5.702 -3.024 0.640
H -4.661 -1.536 0.910
C -7.757 -5.767 -4.398
C -7.341 -4.373 -4.033
O -6.317 -4.591 -3.079
C -5.752 -5.789 -3.399
O -4.706 -6.168 -2.989
O -6.537 -6.493 -4.255
F -8.354 -3.695 -3.441
H -8.504 -6.173 -3.712
H -8.139 -5.837 -5.415
H -6.946 -3.787 -4.867
C 2.408 0.326 -1.604
C 2.883 1.696 -1.223
O 3.906 1.423 -0.280
C 4.417 0.210 -0.625
O 5.453 -0.219 -0.229
O 3.602 -0.450 -1.484
F 1.901 2.406 -0.610
H 1.659 -0.066 -0.926
H 2.016 0.288 -2.618
H 3.293 2.279 -2.052
C 2.196 5.459 0.052
C 1.948 5.980 -1.331
O 0.805 6.803 -1.158
C 0.869 7.257 0.126
O 0.233 8.171 0.539
O 1.749 6.542 0.867
F 1.637 4.976 -2.189
H 1.608 4.568 0.277
H 3.248 5.240 0.234
H 2.768 6.574 -1.744
C -2.458 -7.795 3.704
C -3.235 -6.512 3.689
O -3.520 -6.332 2.315
C -3.576 -7.583 1.775
O -4.048 -7.836 0.718
O -3.029 -8.507 2.609
F -2.476 -5.470 4.122
H -1.392 -7.639 3.520
H -2.577 -8.347 4.635
H -4.170 -6.545 4.255
C 4.810 -3.946 -1.572
C 5.874 -3.485 -0.622
O 7.055 -4.057 -1.162
C 6.838 -4.153 -2.504
O 7.693 -4.333 -3.307
O 5.522 -4.008 -2.808
F 5.674 -3.994 0.623
H 4.427 -4.939 -1.322
H 3.974 -3.251 -1.634
H 5.985 -2.401 -0.563
C 9.281 -2.670 0.819
C 10.751 -2.379 0.877
O 10.873 -1.608 2.059
C 9.867 -2.018 2.880
O 9.817 -1.787 4.043
O 8.932 -2.732 2.201
F 11.148 -1.626 -0.179
H 8.715 -1.869 0.337
H 9.060 -3.609 0.315
H 11.384 -3.267 0.952
C 1.219 12.909 1.077
C 1.256 11.635 0.287
O 2.641 11.347 0.213
C 3.194 11.882 1.337
O 4.275 11.613 1.743
O 2.347 12.760 1.938
F 0.781 11.822 -0.971
H 1.353 13.793 0.450
H 0.300 13.020 1.650
H 0.733 10.797 0.756
C -4.975 -2.768 6.425
C -4.327 -3.999 5.863
O -4.491 -3.831 4.467
C -4.518 -2.488 4.252
O -4.376 -1.980 3.189
O -4.719 -1.803 5.406
F -4.982 -5.125 6.247
H -6.053 -2.886 6.553
H -4.539 -2.462 7.374
H -3.264 -4.097 6.097
C -1.606 6.746 -2.675
C -2.632 7.818 -2.887
O -3.602 7.173 -3.692
C -3.540 5.851 -3.368
O -4.376 5.055 -3.643
O -2.403 5.561 -2.682
F -2.116 8.866 -3.579
H -0.876 6.697 -3.487
H -1.075 6.856 -1.733
H -3.101 8.181 -1.969
*
```

***

10.
Entry from the Open Molecules 2025 dataset: an isolated molecule of C2H6N4S (ωB97M-V with the def2-TZVPD basis set).

HOMO level in hartree: -0.31702
LUMO energy in eV: 0.983
SMILES: CSN1N=NCN1

Structure (ORCA input):
```
! wB97M-V def2-TZVPD RIJCOSX def2/J DEFGRID3
* xyz 0 1
C -0.594 2.036 0.548
C 0.331 -2.449 -0.887
N 0.767 2.190 0.053
N 1.345 1.182 -0.161
N -0.688 0.646 0.948
N 0.256 -0.071 0.234
S -0.223 -0.756 -1.239
H -0.809 2.729 1.359
H -1.250 2.251 -0.307
H 0.494 -2.938 -1.842
H -0.428 -2.976 -0.315
H 1.258 -2.378 -0.329
H -0.460 0.536 1.937
*
```

***

11.
Entry from the Open Molecules 2025 dataset: the ion C5H10NO with charge +1 (ωB97M-V with the def2-TZVPD basis set).

HOMO level (alpha / beta) in hartree: -0.51864 / -0.51865
LUMO energy (alpha / beta) in eV: -7.342 / -7.341

Structure (ORCA input):
```
! wB97M-V def2-TZVPD RIJCOSX def2/J DEFGRID3
* xyz 1 1
C 0.787 0.879 1.676
C -0.357 0.190 0.876
C -0.749 -1.091 -2.490
C -0.085 -0.660 -0.111
C -1.118 -1.231 -1.013
N 0.667 2.053 2.414
O 1.608 2.881 2.463
H 0.793 0.145 2.516
H 1.736 0.804 1.116
H -1.349 0.469 1.193
H 0.122 -1.689 -2.747
H -0.538 -0.051 -2.731
H -1.588 -1.406 -3.104
H 2.415 2.727 1.895
H 0.938 -0.923 -0.352
H -1.184 -2.303 -0.785
H -2.098 -0.794 -0.817
*
```

***

These records have energy values of -1213.62400; -3869.12222; -3038.95519; -2600.30840; -392.75478; -1209.59012; -280.85030; -991.94919; -5228.09095; -696.90549; -326.07395 Eh, in the order they appear.
These records have max |F| values of 2.3; 6.9; 0.8; 2.3; 0.7; 1.7; 5.8; 3.8; 5.1; 1.7; 1.8 eV/A, in the order they appear.